(1)
Density functional theory data (ωB97M-V with the def2-TZVPD basis set) for a molecular structure, C22H38MoP2 in a non-equilibrium geometry.

Its orbital gap (spin up / spin down) is 6.08 / 6.15 eV. Its net charge is +2. The spin multiplicity is 3. For the lowest unoccupied orbital energy (spin up / spin down), the calculation gives -0.2135 / -0.2174 hartree. The expectation value of S² is 2.0288. The value obtained for the energy above the lowest of the compared OMol25 structures with the same formula, charge and spin is 374.2 kJ/mol.

Last column: Löwdin spin population.
Cartesian coordinates (Å):
P1 -1.58 1.08 -1.90  0.014
P2 0.98 0.58 2.03  0.014
C1 -1.02 0.01 -0.46  0.076
C2 -0.71 0.41 1.03  0.057
H1 -0.12 -0.32 -1.10  0.021
H2 -1.92 -0.66 -0.40  0.008
H3 -1.04 1.45 1.13  0.010
H4 -1.33 -0.20 1.70  0.004
C3 2.24 -0.72 2.14  0.018
H5 3.14 -0.24 2.53  0.002
H6 2.47 -1.19 1.18  0.012
H7 1.96 -1.53 2.81  0.000
C4 0.40 0.38 3.73  0.002
H8 0.61 -0.66 4.11  0.000
H9 -0.68 0.52 3.87  0.000
H10 0.94 1.07 4.40  0.000
C5 -1.27 0.17 -3.43  0.002
H11 -1.28 0.93 -4.22  0.000
H12 -2.05 -0.56 -3.63  0.000
H13 -0.29 -0.32 -3.47  0.000
C6 -3.34 1.23 -1.64  0.004
H14 -3.56 1.21 -0.57  0.001
H15 -3.84 0.40 -2.15  0.000
H16 -3.62 2.19 -2.07  0.001
Mo1 -0.02 -1.99 -0.18  1.624
C7 -0.35 -3.13 1.40  0.017
C8 0.95 -3.55 0.82  0.043
C9 1.08 -4.47 -0.36  0.028
C10 0.06 -4.27 -1.60  0.026
C11 -0.62 -2.99 -1.88  -0.003
C12 -1.78 -2.63 -1.15  -0.022
C13 -2.50 -3.37 -0.08  0.000
C14 -1.58 -3.91 1.10  0.003
C15 -0.46 2.48 -1.79  0.002
H17 -0.36 -2.58 2.35  0.010
H18 1.85 -3.42 1.44  0.002
H19 1.06 -5.56 -0.14  0.005
H20 2.11 -4.36 -0.75  0.002
H21 0.69 -4.44 -2.49  0.002
H22 -0.73 -5.05 -1.54  0.002
H23 -0.22 -2.31 -2.64  0.007
H24 -2.45 -2.03 -1.78  0.003
H25 -3.01 -4.23 -0.55  -0.003
H26 -3.37 -2.79 0.32  0.001
H27 -2.25 -3.87 1.98  0.000
H28 -1.38 -4.98 0.89  -0.001
H29 -0.84 3.18 -1.05  0.000
H30 -0.42 2.92 -2.77  0.001
H31 0.55 2.15 -1.49  0.000
C16 2.04 1.98 1.30  0.001
C17 1.82 3.33 0.61  0.000
C18 2.67 3.77 -0.43  0.000
C19 2.88 5.13 -0.70  0.000
C20 2.16 6.10 0.01  0.000
C21 1.16 5.68 0.91  0.000
C22 0.96 4.31 1.16  0.000
H32 2.65 2.19 2.19  0.000
H33 2.68 1.40 0.62  0.001
H34 3.22 3.04 -1.04  0.000
H35 3.61 5.46 -1.45  0.000
H36 2.37 7.16 -0.12  0.000
H37 0.55 6.43 1.43  0.000
H38 0.16 3.98 1.83  0.000

***

(2)
Density functional theory data (ωB97M-V with the def2-TZVPD basis set) for a molecular structure, C22H38P2Pt in a non-equilibrium geometry.

Its orbital gap (spin up / spin down) is 5.93 / 6.17 eV. The spin multiplicity is 3. For the lowest unoccupied orbital energy (spin up / spin down), the calculation gives 0.0098 / 0.0021 hartree. The expectation value of S² is 2.0459.

Last column: Löwdin spin population.
Cartesian coordinates (Å):
P1 -0.49 1.50 -2.15  0.078
P2 1.38 -1.00 2.41  0.045
C1 -1.15 -0.01 1.38  0.201
C2 -0.40 -0.67 2.59  0.047
H1 -1.73 -0.75 0.68  0.032
H2 -1.72 0.95 1.29  0.012
H3 -0.65 0.06 3.40  0.002
H4 -0.71 -1.71 2.92  0.005
C3 1.97 -2.67 1.89  0.007
H5 3.07 -2.73 2.03  0.000
H6 1.66 -2.85 0.86  0.005
H7 1.48 -3.26 2.66  0.000
C4 1.45 -0.42 4.12  0.017
H8 1.09 -1.32 4.59  0.002
H9 0.72 0.39 4.22  0.001
H10 2.40 -0.09 4.51  0.001
C5 -0.86 0.35 -3.53  0.014
H11 -0.33 0.81 -4.36  0.001
H12 -1.93 0.31 -3.75  0.001
H13 -0.50 -0.67 -3.30  0.003
C6 -1.78 2.71 -1.63  0.006
H14 -1.89 2.90 -0.55  0.001
H15 -2.79 2.57 -2.03  0.000
H16 -1.42 3.63 -2.15  0.001
Pt1 -0.20 -0.41 -0.46  0.481
C7 -2.59 -2.27 1.54  0.038
C8 -1.75 -2.98 0.75  0.015
C9 -2.25 -3.66 -0.43  0.001
C10 -3.15 -2.81 -1.39  0.000
C11 -2.74 -1.40 -1.52  0.003
C12 -3.27 -0.38 -0.84  0.009
C13 -4.20 -0.63 0.29  0.006
C14 -3.97 -1.76 1.27  0.009
C15 0.88 2.62 -2.50  0.018
H17 -2.42 -2.09 2.61  0.004
H18 -0.81 -3.36 1.11  0.005
H19 -2.76 -4.60 -0.24  -0.001
H20 -1.45 -3.97 -1.06  0.000
H21 -3.22 -3.36 -2.35  0.000
H22 -4.17 -2.89 -0.99  0.000
H23 -2.01 -1.25 -2.26  0.000
H24 -3.22 0.68 -1.15  0.000
H25 -5.26 -0.68 -0.01  0.002
H26 -4.23 0.28 0.87  0.001
H27 -4.43 -1.44 2.24  0.000
H28 -4.58 -2.61 0.98  0.002
H29 1.10 2.97 -1.45  0.000
H30 0.82 3.45 -3.25  0.005
H31 1.67 2.03 -2.92  0.000
C16 2.81 0.92 0.57  0.547
C17 3.56 1.87 -0.18  0.046
C18 4.31 1.45 -1.31  0.092
C19 5.41 2.18 -1.70  -0.007
C20 5.73 3.37 -1.07  0.100
C21 4.96 3.84 -0.02  -0.008
C22 3.84 3.14 0.39  0.095
H32 2.44 1.31 1.58  0.020
H33 3.27 -0.07 0.75  0.025
H34 4.03 0.50 -1.80  0.005
H35 6.01 1.80 -2.50  -0.003
H36 6.61 3.90 -1.36  0.007
H37 5.19 4.76 0.47  -0.003
H38 3.23 3.51 1.23  0.003

***

(3)
Density functional theory data (ωB97M-V with the def2-TZVPD basis set) for a molecular structure, C22H39CaF2N2O15PSSi in a non-equilibrium geometry.

Its orbital gap is 1.13 eV. For the lowest unoccupied orbital energy, the calculation gives -0.2043 hartree. The value obtained for the energy above the lowest of the compared OMol25 structures with the same formula, charge and spin is 0.0 kJ/mol.

Last column: Löwdin charge in e.
Cartesian coordinates (Å):
C1 -1.19 1.23 4.27  0.036
C2 -0.31 0.08 3.93  -0.535
O1 0.51 -0.39 4.68  0.062
O2 -0.46 -0.43 2.70  -0.005
C3 0.76 -0.55 1.92  -0.143
C4 0.71 0.21 0.63  -0.110
C5 0.64 1.70 0.84  -0.275
O3 1.91 2.40 0.95  0.064
C6 1.51 3.69 1.16  -0.587
O4 2.13 4.51 1.75  0.174
O5 0.30 3.89 0.59  0.024
C7 -0.07 2.65 -0.12  -0.366
Si1 0.79 2.82 -1.89  0.625
C8 1.81 4.39 -1.96  -0.145
C9 -0.40 2.85 -3.34  -0.172
C10 1.97 1.38 -2.13  -0.144
P1 -1.82 2.34 -0.29  0.477
N1 -2.09 1.10 -1.17  -0.108
O6 -2.46 3.71 -0.77  -0.097
O7 -2.34 2.09 1.22  -0.152
H1 -1.92 0.93 5.03  0.097
H2 -1.73 1.59 3.40  0.061
H3 -0.57 2.03 4.66  0.105
H4 1.63 -0.28 2.53  0.132
H5 0.88 -1.61 1.67  0.122
H6 1.64 -0.07 0.12  0.081
H7 -0.15 -0.12 0.05  0.122
H8 0.16 1.90 1.81  0.140
H9 2.82 4.21 -1.60  0.040
H10 1.38 5.20 -1.36  0.044
H11 1.83 4.75 -2.99  0.038
H12 -0.12 3.69 -3.98  0.047
H13 -0.33 1.94 -3.92  0.035
H14 -1.44 3.01 -3.07  -0.011
H15 1.60 0.46 -1.69  0.013
H16 2.08 1.21 -3.21  0.047
H17 2.94 1.66 -1.72  0.030
H18 -2.62 1.28 -2.02  0.000
H19 -2.75 4.27 -0.05  0.099
H20 -3.04 1.43 1.13  0.085
C11 0.76 -3.45 5.46  -0.230
C12 2.14 -3.28 4.87  -0.132
O8 2.83 -4.50 5.28  -0.244
S1 1.79 -5.73 5.32  0.573
O9 1.84 -6.49 4.15  -0.136
O10 1.94 -6.31 6.63  -0.319
O11 0.45 -4.84 5.33  -0.205
H21 0.74 -3.20 6.54  -0.012
H22 0.02 -2.82 4.97  0.141
H23 2.67 -2.41 5.25  0.142
H24 2.10 -3.24 3.78  0.154
O12 3.73 -0.02 -0.34  -0.230
H25 3.61 0.79 0.18  -0.058
Ca1 1.92 -4.02 7.91  1.314
F1 -2.60 1.44 -4.79  0.024
C13 -3.62 2.23 -5.21  -0.273
C14 -3.51 3.59 -4.99  -0.021
C15 -4.57 4.40 -5.40  -0.070
C16 -5.69 3.84 -6.01  -0.105
C17 -5.76 2.47 -6.21  -0.106
C18 -4.72 1.64 -5.81  -0.037
H26 -2.64 4.03 -4.52  0.065
H27 -4.49 5.46 -5.23  0.101
H28 -6.50 4.48 -6.32  0.093
H29 -6.64 2.03 -6.68  0.094
H30 -4.75 0.57 -5.95  0.108
C19 4.72 -4.71 -3.18  -0.034
C20 5.01 -3.32 -2.65  -0.504
O13 5.77 -2.58 -3.22  0.077
C21 4.29 -2.92 -1.38  -0.036
H31 5.30 -4.88 -4.09  0.077
H32 5.00 -5.46 -2.44  0.077
H33 3.66 -4.82 -3.40  0.080
H34 4.56 -3.62 -0.58  0.077
H35 3.21 -2.97 -1.54  0.084
H36 4.56 -1.91 -1.09  0.041
F2 -2.73 5.53 -3.37  -0.540
C22 -2.05 -4.85 3.06  0.039
N2 -3.42 -4.29 2.90  -0.452
O14 -4.13 -4.76 2.04  0.096
O15 -3.72 -3.39 3.66  0.056
H37 -1.90 -5.63 2.33  0.100
H38 -1.36 -4.03 2.91  0.089
H39 -1.99 -5.23 4.07  0.089

***

It is found that the total energy values, taken in the order of the records, are -43840.819; -45243.436; -109002.197 eV.